Record 1
The following is a quantum chemistry calculation of a molecular structure, C38H45CrN4O2SSb, from the Open Molecules 2025 dataset.

Calculated values
Total charge   +1
LUMO level (spin up / spin down)   -0.1484 / -0.1400 Ha
<S²>   0.771
E_HOMO (spin up / spin down)   -10.65 / -10.64 eV
DFT total energy   -3527.21521 Eh
Spin multiplicity   2
HOMO-LUMO gap (spin up / spin down)   6.607 / 6.830 eV

Cartesian coordinates (Å):
Cr 0.48265 -1.13270 0.05402
O 1.46005 1.53030 4.52932
C 0.12845 1.44060 4.57902
C -0.48135 1.89100 5.75272
C -1.84795 1.85140 5.90202
C -2.64785 1.33080 4.88542
C -2.06555 0.86180 3.73092
C -0.67735 0.92030 3.53952
C -0.09315 0.39650 2.30842
O -0.77045 -0.22760 1.42642
N 1.21375 0.61910 2.14212
N 1.69915 -0.02360 1.08442
C 2.95535 0.08320 0.75362
C 3.34315 -0.73400 -0.34878
C 4.66175 -0.79650 -0.81638
C 4.97575 -1.64300 -1.85628
C 3.95105 -2.40410 -2.41358
C 2.67235 -2.29450 -1.90308
N 2.34225 -1.48330 -0.89788
H 1.76935 1.24250 3.64002
H 0.16615 2.26910 6.52902
H -2.29675 2.22660 6.80932
H -3.71935 1.28900 5.00832
H -2.67685 0.44690 2.94262
H 3.65215 0.72150 1.28662
H 5.41435 -0.19930 -0.32978
H 5.98505 -1.72760 -2.22698
H 4.14105 -3.08760 -3.22528
H 1.86965 -2.89400 -2.31228
S -1.60315 -4.45290 2.30602
C -0.72455 -3.57800 3.52822
C -0.87005 -3.65030 4.90332
C -0.05445 -2.85490 5.68462
C 0.93315 -2.06310 5.10282
C 1.08755 -1.99990 3.73502
C 0.21145 -2.71730 2.92032
N 0.16205 -2.71900 1.54902
C -0.72595 -3.57600 1.09982
C -0.91815 -3.70850 -0.31148
C -1.52975 -4.83090 -0.87828
C -1.58345 -4.94990 -2.24988
C -1.03295 -3.94410 -3.03268
C -0.46775 -2.82280 -2.44758
C -0.39205 -2.63420 -1.06378
H -1.59525 -4.31650 5.34462
H -0.16855 -2.86090 6.75752
H 1.59665 -1.49880 5.73682
H 1.88615 -1.42020 3.29442
H -1.92295 -5.60710 -0.23898
H -2.03305 -5.81590 -2.71218
H -1.04355 -4.04140 -4.10878
H -0.07575 -2.06200 -3.10638
C 0.16285 2.38030 -4.42538
C 0.85715 1.42120 -3.47998
C 2.24755 1.92910 -3.12918
C 0.98205 0.06710 -4.15908
Sb -0.28415 1.08790 -1.51308
C -0.05875 3.14320 -0.44968
C 1.33725 3.19570 0.16242
C -1.09775 3.27360 0.65712
C -0.23505 4.29020 -1.43188
C -2.51785 0.87690 -2.00068
C -2.74135 -0.55340 -2.45978
C -2.96445 1.84310 -3.08058
C -3.28265 1.10040 -0.70698
H 0.83765 2.61880 -5.24728
H -0.11815 3.31160 -3.94908
H -0.72385 1.92440 -4.85078
H 2.87815 1.91420 -4.01878
H 2.71915 1.29600 -2.37498
H 2.22115 2.95500 -2.77248
H 1.53385 0.17300 -5.09458
H 0.00085 -0.34010 -4.40138
H 1.52895 -0.63680 -3.53078
H 1.39615 2.57200 1.05072
H 1.55295 4.21800 0.47292
H 2.11115 2.89560 -0.54188
H -1.21605 2.35400 1.22442
H -2.06525 3.56650 0.25762
H -0.78215 4.04800 1.35612
H 0.56935 4.32840 -2.16108
H -0.22705 5.22870 -0.87658
H -1.18735 4.22850 -1.95388
H -2.16405 -0.78750 -3.35198
H -3.79275 -0.69840 -2.70748
H -2.48095 -1.25390 -1.66698
H -2.56635 1.55550 -4.04908
H -2.66225 2.86520 -2.86888
H -4.05105 1.82280 -3.15268
H -2.82455 0.54750 0.11312
H -4.30165 0.73470 -0.82358
H -3.33355 2.15450 -0.45048

Results of the Löwdin charge analysis, in e, for atoms 1 through 6: Cr 0.659; O 0.066; C -0.262; C -0.001; C -0.056; C -0.076

---

Record 2
The following is a quantum chemistry calculation of a molecular structure, C38H46BrClN5O11P2STa, from the Open Molecules 2025 dataset.

Calculated values
Energy relative to the best compared isomer or geometry (same formula, charge and spin)   2.0551 eV
LUMO level   -0.0207 Ha
E_HOMO   -7.99 eV
DFT total energy   -6749.70352 Eh
HOMO-LUMO gap   7.430 eV

Cartesian coordinates (Å):
Ta -0.52184 0.25926 0.08008
O -4.06737 -0.59438 -1.78246
P -2.79274 -0.34531 -0.89866
O -2.36958 1.01644 -0.37416
O -1.57121 -1.25215 -0.88664
O -3.55129 -0.91061 0.48518
P -2.62720 -1.31240 1.73629
O -2.12641 -2.77467 1.35442
O -3.35347 -1.28486 2.99178
O -1.36868 -0.41184 1.60349
H -4.79022 -0.94469 -1.26060
H -1.57642 -2.84704 0.54134
Br -2.20706 -2.26308 -4.10129
C -0.41552 -2.52572 -3.59306
C 0.21009 -3.70943 -3.96959
C 1.52479 -3.88534 -3.57637
C 2.14345 -2.89995 -2.82005
C 1.40604 -1.77293 -2.48210
N 0.15599 -1.58072 -2.88635
C 1.96365 -0.75830 -1.51977
O 3.11744 -0.40380 -1.54704
O 1.07935 -0.38222 -0.62888
H -0.32863 -4.45369 -4.53533
H 2.05107 -4.79558 -3.82491
H 3.15710 -2.99554 -2.46700
C -2.86478 2.26487 2.24429
C -2.72960 3.67771 1.67895
C -2.10761 4.59535 2.75106
C -1.98718 3.93003 0.37464
C -2.54133 4.91426 -0.44288
C -1.84201 5.44987 -1.50400
C -0.53165 5.06950 -1.70999
C 0.06975 4.08025 -0.93634
C 1.57963 3.96344 -1.08795
C 2.24037 4.85288 -0.02031
C 2.25397 2.59121 -1.08818
C -0.71186 3.44481 0.04329
N -0.16115 2.33148 0.73169
C 0.53358 2.61359 1.80737
C 1.21053 1.62184 2.49055
C 2.03088 1.71616 3.63517
C 2.48939 0.44540 3.87062
C 1.93851 -0.39309 2.86957
N 1.17016 0.31720 2.03583
C 2.14426 -1.88331 2.79883
C 2.67859 -2.29351 1.42452
C 0.78781 -2.54601 3.05551
C 3.14330 -2.34612 3.86768
H -3.46309 2.32036 3.15415
H -1.91233 1.80356 2.49851
H -3.38282 1.61664 1.54366
H -3.75386 4.02570 1.50217
H -1.26443 4.10383 3.22895
H -2.84180 4.81881 3.52113
H -1.76892 5.53233 2.31233
H -3.52439 5.30098 -0.21453
H -2.29125 6.20689 -2.12887
H 0.04599 5.57603 -2.46872
H 1.81036 4.43145 -2.05268
H 2.28077 4.34342 0.93647
H 1.70171 5.79019 0.10297
H 3.26016 5.07973 -0.32101
H 2.12918 2.05496 -0.14971
H 3.32107 2.73738 -1.25575
H 1.86733 1.96418 -1.88563
H 0.59232 3.64381 2.15057
H 2.25118 2.60556 4.19060
H 3.15031 0.14661 4.65773
H 1.95063 -2.05719 0.65678
H 2.87020 -3.36540 1.40906
H 3.60254 -1.76799 1.19533
H 0.06755 -2.21018 2.31855
H 0.41397 -2.26521 4.03597
H 0.88078 -3.62683 3.00623
H 4.10591 -1.85968 3.72709
H 3.29367 -3.42178 3.79229
H 2.77071 -2.12777 4.86536
Cl -1.12772 4.71717 -7.56330
C -1.11872 3.64763 -6.20894
C -0.09399 3.73812 -5.27567
C -0.10031 2.89355 -4.18368
C -1.12519 1.96840 -4.01615
C -2.13695 1.87667 -4.96965
C -2.13660 2.71327 -6.06771
C -1.20155 1.12245 -2.79196
O -2.16969 0.33511 -2.71431
O -0.32893 1.27171 -1.89502
H 0.69520 4.46527 -5.40022
H 0.67908 2.94661 -3.44357
H -2.91999 1.14922 -4.82254
H -2.91904 2.65765 -6.80991
S 0.06079 -3.83356 -0.42988
C 0.20492 -5.04742 0.71144
N 1.33998 -5.76845 0.78354
C 1.53301 -6.86794 1.70190
C 0.69944 -6.63139 2.95749
C -0.74708 -6.37519 2.54921
N -0.80011 -5.33361 1.54685
H 2.03330 -5.58998 0.07428
H 2.59388 -6.93116 1.95362
H 1.24381 -7.81523 1.22881
H 1.08615 -5.76374 3.49227
H 0.76088 -7.49578 3.61589
H -1.34235 -6.06219 3.40813
H -1.18785 -7.29709 2.14843
H -1.57270 -4.67973 1.56340

Results of the Löwdin charge analysis, in e, for atoms 1 through 6: Ta 1.981; O -0.068; P 0.272; O -0.304; O -0.373; O -0.242

---

Record 3
The following is a quantum chemistry calculation of a molecular structure, C38H46N11OSSeTeTi, from the Open Molecules 2025 dataset.

Calculated values
Total charge   +1
Energy relative to the best compared isomer or geometry (same formula, charge and spin)   2.3763 eV
LUMO level   -0.1239 Ha
E_HOMO   -10.17 eV
DFT total energy   -6070.11315 Eh
HOMO-LUMO gap   6.800 eV

Cartesian coordinates (Å):
Ti -0.35417 0.60036 -1.29357
C 4.19862 -2.95266 1.55263
C 3.12637 -3.17930 0.55874
N 2.90602 -4.26835 -0.09676
N 1.84966 -3.98646 -0.90025
C 1.40107 -2.73160 -0.76461
S 0.09981 -2.00748 -1.55745
N 2.22795 -2.20461 0.16902
N 2.12541 -0.89729 0.57490
H 4.84571 -3.82518 1.57295
H 3.78363 -2.79552 2.54919
H 4.79757 -2.08010 1.28762
H 1.47492 -4.69604 -1.50608
H 1.46392 -0.83318 1.37894
H 3.03742 -0.55653 0.85755
Se 1.79930 3.52657 1.68662
C 1.21439 2.42552 0.51811
N 0.83763 1.63408 -0.28628
C -0.82152 -1.92086 3.47021
N -0.49045 -0.71406 2.68133
C -1.73986 -0.21289 2.07791
N -2.74365 0.09107 3.08625
C -3.01638 -1.12683 3.85862
N -1.80662 -1.64204 4.50030
C -1.27745 -0.60227 5.38804
N -0.97790 0.62877 4.65277
C -0.00450 0.32603 3.62261
C -2.19935 1.10156 4.00152
H 0.09324 -2.29211 3.93955
H -1.21001 -2.68531 2.79296
H -2.13111 -0.96637 1.38689
H -1.50999 0.70924 1.52251
H -3.42159 -1.89070 3.19185
H -3.75602 -0.90141 4.62730
H -0.36216 -0.96418 5.86053
H -2.01159 -0.38844 6.16542
H 0.92187 -0.02555 4.08538
H 0.20744 1.23238 3.05013
H -1.97581 2.01169 3.43998
H -2.94531 1.33182 4.76284
C -3.71968 4.03378 -1.72812
C -4.06648 2.86219 -1.07115
C -3.06088 2.02311 -0.63203
N -1.75986 2.28177 -0.83378
C -1.43285 3.42933 -1.44640
C -2.37672 4.33231 -1.89438
H -4.48252 4.70081 -2.10676
H -5.09937 2.58930 -0.90844
H -3.30485 1.10749 -0.11216
H -0.37530 3.62095 -1.59203
H -2.05922 5.24243 -2.38188
C 7.34900 -0.84768 -6.45138
C 6.08224 -0.51018 -5.71742
C 5.88152 -0.89239 -4.39927
C 4.69664 -0.60794 -3.73151
C 4.51713 -1.08845 -2.31122
C 3.68367 0.09244 -4.38884
Te 1.72244 0.31972 -3.49774
N -0.77340 1.04045 -3.05439
C -1.75676 0.20500 -2.91826
O -1.98483 -0.24825 -1.69349
C -2.53001 -0.26558 -4.09607
C -3.82024 0.18399 -4.34260
C -4.46429 -0.19137 -5.51172
C -3.82429 -1.01397 -6.42676
C -2.52686 -1.44592 -6.18814
C -1.87217 -1.06111 -5.02960
C 1.70672 2.45224 -3.60378
C 0.76222 3.06699 -4.42162
C 0.61261 4.44363 -4.41477
C 1.41656 5.21547 -3.58721
C 2.37757 4.60758 -2.79621
C 2.54481 3.22247 -2.79195
C 3.62572 2.60092 -1.95256
C 3.86275 0.48906 -5.72520
C 2.81400 1.24035 -6.50224
C 5.06098 0.18186 -6.35747
H 8.07230 -1.33078 -5.79690
H 7.80391 0.05040 -6.87041
H 7.13710 -1.52280 -7.28213
H 6.66170 -1.43701 -3.87888
H 5.46341 -1.43985 -1.90215
H 3.80150 -1.91616 -2.28102
H 4.14060 -0.28381 -1.67679
H -4.30756 0.84381 -3.63474
H -5.46447 0.16883 -5.71208
H -4.33827 -1.32106 -7.32782
H -2.01185 -2.07114 -6.90511
H -0.85055 -1.37130 -4.84787
H 0.13356 2.46163 -5.05901
H -0.12043 4.91080 -5.06052
H 1.30506 6.29229 -3.56903
H 3.01919 5.21999 -2.17400
H 4.01781 3.31110 -1.22562
H 4.44895 2.26858 -2.58951
H 3.24153 1.72973 -1.41858
H 1.82349 0.81708 -6.32838
H 3.03001 1.20836 -7.56844
H 2.78014 2.28448 -6.18717
H 5.19263 0.48452 -7.39070

Results of the Löwdin charge analysis, in e, for atoms 1 through 6: Ti 0.767; C 0.012; C -0.323; N 0.141; N 0.047; C -0.707

---

Record 4
The following is a quantum chemistry calculation of a molecular structure, C38H47GeN7P2RhSSe2, from the Open Molecules 2025 dataset.

Calculated values
Total charge   +1
Energy relative to the best compared isomer or geometry (same formula, charge and spin)   0.0000 eV
LUMO level   -0.1083 Ha
E_HOMO   -9.82 eV
DFT total energy   -9930.66982 Eh
HOMO-LUMO gap   6.875 eV

Cartesian coordinates (Å):
Rh 0.73451 -2.57857 -0.67386
Se -1.79916 1.36586 4.88931
P -1.26360 1.99708 2.97514
C -0.12613 3.41368 2.97211
C -0.60180 4.64750 3.41474
C 0.25080 5.73591 3.49949
C 1.59090 5.59826 3.16085
C 2.07439 4.36667 2.74487
C 1.22075 3.27548 2.65151
C -2.70285 2.51951 1.99167
C -2.71916 3.67026 1.20938
C -3.89867 4.10010 0.61538
C -5.06984 3.38571 0.80610
C -5.06023 2.23073 1.57898
C -3.88664 1.80151 2.17191
C -0.37850 0.70564 2.03682
C -0.34474 0.18255 0.73614
N 0.52924 -0.85647 0.77591
N 0.99885 -0.95451 1.99877
N 0.47770 -0.03228 2.77048
P -1.10101 0.46459 -0.85849
Se -0.22474 -0.94992 -2.26649
C -2.88381 0.25628 -0.71804
C -3.35286 -0.77398 0.09656
C -4.69487 -1.10275 0.10226
C -5.57749 -0.40863 -0.71828
C -5.11924 0.63243 -1.50783
C -3.77351 0.97696 -1.50354
C -0.75295 2.12200 -1.46720
C -0.23063 3.09261 -0.62294
C 0.01292 4.37469 -1.09751
C -0.25492 4.68209 -2.42228
C -0.75410 3.70488 -3.27873
C -1.00043 2.42589 -2.80827
H -1.63956 4.75129 3.70851
H -0.12761 6.68907 3.84376
H 2.25867 6.44608 3.23869
H 3.12609 4.25386 2.51083
H 1.60620 2.31032 2.34684
H -1.82379 4.26297 1.08592
H -3.90192 5.00829 0.02638
H -5.99472 3.73327 0.36350
H -5.97524 1.67573 1.73787
H -3.88908 0.93617 2.82334
H -2.66064 -1.29092 0.74970
H -5.05841 -1.89343 0.74547
H -6.62713 -0.67120 -0.72446
H -5.80985 1.18791 -2.12831
H -3.42954 1.79874 -2.11677
H -0.00436 2.85658 0.40753
H 0.41235 5.12410 -0.42490
H -0.06897 5.68042 -2.79611
H -0.95220 3.94201 -4.31537
H -1.37900 1.66548 -3.48117
N 1.79165 -3.51438 0.86183
C 0.96557 -4.49277 1.59995
C -0.42596 -3.90193 1.71920
N -0.86377 -3.58614 0.33999
H 2.70345 -3.86081 0.58029
H 1.95182 -2.71205 1.48104
H 1.38848 -4.71932 2.57964
H 0.91312 -5.41489 1.02589
H -0.40355 -2.97816 2.29609
H -1.10710 -4.60287 2.20400
H -1.78473 -3.16300 0.31625
H -0.93668 -4.45246 -0.18799
C 1.62539 -6.93892 -0.98044
Ge 1.60573 -5.64809 -2.46123
C 3.45591 -5.22636 -2.92889
C 0.74731 -6.54273 -3.97621
C 0.54541 -4.01570 -2.16722
H 2.09228 -7.85750 -1.33999
H 0.61977 -7.19762 -0.64273
H 2.21634 -6.60251 -0.12925
H 3.93361 -6.11426 -3.34489
H 4.03169 -4.89875 -2.06365
H 3.49553 -4.43651 -3.67970
H 1.27533 -7.46200 -4.23141
H 0.74492 -5.89676 -4.85476
H -0.28633 -6.79813 -3.73947
H -0.51829 -4.28189 -2.14489
H 0.67716 -3.47905 -3.11350
C 3.17457 2.84916 -1.99262
C 3.33636 1.68429 -1.08015
C 3.80933 1.73519 0.20493
C 3.95823 0.53587 0.91532
N 3.68723 -0.64944 0.36351
C 3.19860 -0.68845 -0.86307
S 2.82361 -2.15046 -1.70511
N 3.02028 0.46668 -1.56204
C 4.43351 0.52171 2.32634
H 3.36431 3.77974 -1.46453
H 2.16480 2.87547 -2.40475
H 3.87722 2.76611 -2.82411
H 4.07707 2.68258 0.64763
H 2.60721 0.36012 -2.48292
H 4.67173 1.51875 2.68966
H 5.31215 -0.11896 2.40666
H 3.65028 0.08867 2.95115

Results of the Löwdin charge analysis, in e, for atoms 1 through 6: Rh 0.499; Se 0.315; P 0.483; C -0.362; C -0.090; C -0.061